C36H84F3OSSi | ωB97M-V/def2-TZVPD

Values from the calculation:
Gap between HOMO and LUMO = 8.61 eV
Total charge = +1
2S+1 = 1
ΔE to the lowest compared entry with this formula, charge and spin = 0.00 kcal/mol
E_HOMO = -12.251 eV

CARTESIAN COORDINATES (ANGSTROEM)
C1 2.4769 -2.4685 3.9162
Si1 3.0529 -1.5431 2.4217
C2 3.4619 -2.5651 0.9284
C3 4.3299 -0.2723 2.8150
S1 1.2716 -0.3199 1.6893
O1 0.9687 0.5556 3.0319
C4 -0.1375 -1.4332 1.7836
C5 -0.2790 -2.2832 0.5108
C6 -0.0281 -3.7826 0.7001
F1 -1.1150 -4.5011 0.4137
F2 0.3351 -4.0832 1.9681
F3 0.9675 -4.2092 -0.0940
H1 2.2219 -3.5017 3.6703
H2 1.6105 -2.0248 4.4165
H3 3.2941 -2.4761 4.6436
H4 4.4703 -2.3069 0.5937
H5 3.4416 -3.6244 1.1986
H6 2.7976 -2.4406 0.0708
H7 4.7916 0.1800 1.9350
H8 5.1048 -0.8348 3.3518
H9 3.9862 0.5204 3.4834
H10 0.9725 1.5005 2.8078
H11 -0.0480 -2.0238 2.6944
H12 -0.9827 -0.7526 1.8987
H13 -1.2959 -2.1786 0.1306
H14 0.3852 -1.9460 -0.2886
C7 4.8571 1.0914 -1.7504
C8 5.9702 1.5953 -0.8428
C9 5.5054 2.6556 0.1512
C10 4.9631 3.9389 -0.4823
C11 5.9369 4.6345 -1.4335
C12 7.2434 5.0562 -0.7714
H15 4.4352 1.8930 -2.3578
H16 5.2151 0.3175 -2.4297
H17 4.0416 0.6654 -1.1546
H18 6.7865 1.9930 -1.4499
H19 6.3977 0.7525 -0.2901
H20 6.3311 2.9026 0.8232
H21 4.7196 2.2222 0.7851
H22 4.6915 4.6330 0.3193
H23 4.0363 3.7215 -1.0209
H24 5.4411 5.5136 -1.8514
H25 6.1528 3.9822 -2.2852
H26 7.0556 5.7238 0.0725
H27 7.8884 5.5830 -1.4744
H28 7.8047 4.1985 -0.3963
C13 7.9209 1.5942 -4.5166
C14 6.9941 0.4462 -4.9014
C15 7.3990 -0.8957 -4.2935
C16 8.7867 -1.3940 -4.7031
C17 8.9985 -1.5232 -6.2109
C18 8.0368 -2.4970 -6.8821
H29 8.9373 1.4306 -4.8771
H30 7.5755 2.5412 -4.9330
H31 7.9737 1.7044 -3.4301
H32 6.9467 0.3658 -5.9906
H33 5.9766 0.6824 -4.5776
H34 6.6484 -1.6465 -4.5567
H35 7.3724 -0.8096 -3.2004
H36 8.9561 -2.3699 -4.2369
H37 9.5503 -0.7286 -4.2917
H38 10.0262 -1.8487 -6.3890
H39 8.9115 -0.5404 -6.6831
H40 8.1182 -3.4922 -6.4387
H41 8.2474 -2.5897 -7.9477
H42 6.9989 -2.1743 -6.7820
C19 -3.9511 -2.0055 1.8425
C20 -4.7163 -3.0418 1.0283
C21 -4.4219 -2.9719 -0.4694
C22 -4.7434 -1.6283 -1.1275
C23 -6.1858 -1.1585 -0.9475
C24 -7.2173 -2.1099 -1.5430
H43 -4.2224 -0.9870 1.5583
H44 -4.1409 -2.1118 2.9108
H45 -2.8731 -2.1225 1.6854
H46 -5.7867 -2.9140 1.2065
H47 -4.4683 -4.0433 1.3879
H48 -4.9704 -3.7695 -0.9750
H49 -3.3609 -3.1984 -0.6326
H50 -4.5283 -1.7077 -2.1978
H51 -4.0689 -0.8555 -0.7431
H52 -6.2894 -0.1782 -1.4183
H53 -6.3999 -1.0036 0.1143
H54 -7.0428 -2.2541 -2.6114
H55 -8.2269 -1.7165 -1.4224
H56 -7.1928 -3.0905 -1.0647
C25 -1.8800 -1.0858 4.9438
C26 -3.1231 -0.5373 5.6367
C27 -2.8613 -0.0575 7.0633
C28 -2.3360 -1.1354 8.0140
C29 -3.2194 -2.3777 8.1240
C30 -4.6277 -2.0828 8.6271
H57 -1.4821 -1.9588 5.4656
H58 -2.1139 -1.3907 3.9234
H59 -1.0901 -0.3291 4.9089
H60 -3.9006 -1.3062 5.6406
H61 -3.5261 0.2941 5.0523
H62 -3.7842 0.3674 7.4643
H63 -2.1401 0.7661 7.0353
H64 -2.2235 -0.6912 9.0073
H65 -1.3299 -1.4387 7.7088
H66 -2.7350 -3.0876 8.7987
H67 -3.2770 -2.8819 7.1538
H68 -4.5970 -1.5962 9.6042
H69 -5.2104 -2.9982 8.7298
H70 -5.1719 -1.4240 7.9482
C31 -8.0967 1.0460 -3.8205
C32 -7.0300 2.0060 -3.3054
C33 -7.5109 2.9020 -2.1652
C34 -8.6849 3.8167 -2.5213
C35 -8.4398 4.7346 -3.7180
C36 -7.2663 5.6886 -3.5265
H71 -8.9507 1.5793 -4.2400
H72 -7.6992 0.3998 -4.6043
H73 -8.4677 0.4057 -3.0163
H74 -6.6592 2.6186 -4.1321
H75 -6.1675 1.4314 -2.9547
H76 -6.6717 3.5055 -1.8080
H77 -7.8086 2.2697 -1.3214
H78 -8.9229 4.4304 -1.6467
H79 -9.5746 3.2115 -2.7133
H80 -9.3486 5.3121 -3.9033
H81 -8.2792 4.1351 -4.6188
H82 -7.4124 6.3117 -2.6410
H83 -7.1506 6.3516 -4.3844
H84 -6.3250 5.1505 -3.3999

Force components x, y, z for each atom (eV/Å):
-0.24 -0.10 0.09
0.26 -0.17 0.02
0.05 -0.12 -0.03
0.03 0.14 0.04
-0.04 0.18 0.08
0.19 0.12 -0.03
-0.19 -0.06 -0.12
-0.05 0.02 -0.03
0.07 0.00 0.10
0.09 0.06 0.05
-0.02 -0.03 -0.12
-0.09 -0.03 -0.01
0.04 0.07 0.01
0.10 0.06 -0.03
-0.05 -0.03 -0.04
-0.06 -0.05 0.00
0.03 0.06 -0.08
0.04 0.03 0.07
-0.06 -0.05 0.01
0.02 0.13 -0.05
-0.01 -0.09 -0.01
-0.07 -0.08 0.01
-0.05 0.04 -0.07
0.03 -0.06 -0.03
0.07 0.00 0.01
-0.05 0.01 0.04
-0.03 -0.05 0.01
0.03 -0.01 0.01
-0.02 0.01 0.08
0.01 -0.01 -0.01
0.00 -0.01 -0.02
0.00 0.00 0.01
0.01 0.00 -0.01
-0.01 -0.01 0.02
-0.03 0.01 -0.02
0.00 0.00 0.00
0.01 0.00 0.00
0.00 0.00 0.01
0.00 0.03 0.01
0.01 0.01 -0.01
-0.01 -0.01 0.00
0.01 0.01 0.00
-0.01 0.00 0.00
0.00 -0.01 0.00
-0.01 0.01 0.00
0.00 0.00 -0.01
0.01 -0.01 0.00
-0.02 0.04 0.00
0.00 0.00 0.02
0.00 -0.01 0.01
0.00 0.02 -0.01
-0.01 -0.01 0.01
0.00 0.00 -0.01
-0.01 0.00 0.00
0.01 0.00 0.00
0.01 -0.03 0.00
0.00 0.02 -0.03
0.00 -0.01 0.00
0.00 0.00 0.00
0.00 0.00 0.00
0.00 0.01 0.00
0.00 -0.01 -0.01
0.01 0.00 0.01
-0.01 0.00 0.00
0.01 0.00 0.00
0.00 0.01 -0.01
-0.01 -0.01 0.00
-0.01 0.01 -0.01
0.02 0.00 0.00
0.00 -0.02 -0.02
-0.03 0.02 0.00
-0.01 0.00 0.02
0.01 0.00 0.01
-0.01 -0.01 0.00
-0.02 -0.01 0.03
-0.01 -0.01 -0.02
0.00 0.01 0.02
-0.01 0.01 -0.01
-0.01 -0.02 0.00
0.00 0.01 0.00
0.00 0.00 0.01
-0.02 0.00 0.01
0.01 0.00 0.01
0.00 -0.01 0.00
0.00 0.00 -0.01
0.01 0.00 0.00
0.01 0.01 0.04
0.00 -0.02 0.01
0.01 0.01 -0.01
-0.01 0.01 0.01
0.00 -0.01 -0.02
0.00 0.01 0.00
-0.01 0.00 0.00
0.00 0.00 -0.02
0.01 0.00 -0.01
0.00 0.01 0.01
0.01 0.00 -0.01
0.00 0.00 0.01
0.00 0.00 0.00
0.00 -0.01 0.00
0.00 0.01 -0.01
-0.01 0.00 0.01
0.01 0.00 0.00
0.00 0.01 0.00
0.01 0.00 0.01
0.00 -0.01 -0.01
0.04 0.00 -0.01
0.02 -0.01 -0.01
-0.01 -0.02 0.02
0.00 0.01 0.01
0.00 -0.01 -0.02
0.00 0.00 0.02
0.00 0.00 0.01
0.00 -0.01 0.01
-0.01 0.01 0.01
-0.01 0.02 0.01
0.01 0.00 -0.02
0.00 0.01 0.00
0.01 0.00 0.00
0.00 0.00 -0.01
0.00 -0.01 0.00
0.01 0.01 0.00
-0.01 0.00 0.00
0.01 0.00 0.00
-0.01 0.00 0.00
0.00 0.00 -0.01

These are the Löwdin partial charges, in e, on atoms 1 to 2: -0.159, 0.463